{"formula": "H3OPS2", "method": "ωB97M-V/def2-TZVPD", "e_lumo_ev": 0.3, "smiles": "O[P@H](=S)S", "multiplicity": 1, "relative_energy_kj_mol": 37.62, "homo_lumo_gap_ev": 9.51, "species": ["O", "P", "S", "S", "H", "H", "H"], "xyz": [[-0.0648, 1.4624, 0.2135], [-0.1448, 0.0110, -0.4009], [-1.9483, -0.7055, 0.0864], [1.6581, -1.0532, 0.0989], [-0.9173, 1.7807, 0.5896], [0.3025, -0.0078, -1.8296], [1.1145, -1.4876, 1.2421]]}